ORCA calculation (the ωB97M-V functional and the def2-TZVPD basis) on a 5-piece molecular cluster, C32H24O20S overall in a non-equilibrium geometry.

Structure (ORCA input):
```
! RIJCOSX wB97M-V def2-TZVPD def2/J DEFGRID3
* xyz 0 1
O -0.509 -1.363 -4.582
C -0.345 -2.517 -4.332
C -1.051 -3.583 -5.160
O -2.002 -4.273 -4.323
S -2.473 -5.723 -4.901
O -3.255 -6.237 -3.812
O -1.060 -6.519 -4.843
C 0.598 -2.988 -3.277
C 1.831 -2.348 -3.186
C 2.743 -2.778 -2.226
C 2.439 -3.833 -1.377
C 1.206 -4.463 -1.464
C 0.286 -4.039 -2.419
H -1.575 -3.106 -5.981
H -0.289 -4.284 -5.494
H -0.665 -6.488 -3.955
H 2.093 -1.535 -3.836
H 3.693 -2.270 -2.155
H 3.157 -4.174 -0.648
H 0.917 -5.270 -0.812
H -0.661 -4.549 -2.457
C -2.350 -6.403 1.102
C -3.320 -6.957 1.843
C -3.385 -8.441 2.088
O -4.288 -8.857 2.788
C -2.374 -9.287 1.478
C -1.408 -8.732 0.735
C -1.332 -7.247 0.512
O -0.409 -6.824 -0.165
O -0.450 -9.437 0.146
O -4.286 -6.255 2.414
H -2.293 -5.339 0.920
H -2.437 -10.352 1.647
H 0.114 -8.793 -0.321
H -4.847 -6.898 2.889
C 0.215 1.736 -2.324
C -0.261 2.751 -1.593
C 0.634 3.839 -1.074
O 0.123 4.735 -0.418
C 2.051 3.772 -1.367
C 2.531 2.759 -2.095
C 1.634 1.678 -2.630
O 2.139 0.793 -3.294
O 3.817 2.623 -2.397
O -1.545 2.877 -1.269
H -0.415 0.944 -2.706
H 2.682 4.556 -0.972
H 3.883 1.809 -2.931
H -1.620 3.696 -0.745
C -0.823 10.058 2.660
C -1.827 9.309 2.187
C -1.580 8.066 1.375
O -2.553 7.437 1.001
C -0.208 7.693 1.083
C 0.796 8.443 1.555
C 0.551 9.671 2.386
O 1.522 10.285 2.788
O 2.077 8.167 1.331
O -3.107 9.595 2.393
H -0.989 10.950 3.246
H -0.042 6.807 0.487
H 2.585 8.865 1.787
H -3.615 8.891 1.946
C 0.618 3.093 4.490
C 0.872 3.287 3.188
C 1.654 2.282 2.378
O 1.835 2.517 1.197
C 2.153 1.094 3.044
C 1.898 0.906 4.346
C 1.100 1.895 5.151
O 0.903 1.635 6.323
O 2.321 -0.152 5.024
O 0.455 4.362 2.532
H 0.057 3.803 5.082
H 2.724 0.388 2.457
H 1.994 -0.035 5.937
H 0.745 4.282 1.602
*
```

Values from the calculation:
Frontier orbital gap: 7.93 eV
Calculated total energy: -3136.7677 Eh

ORCA calculation (the ωB97M-V functional and the def2-TZVPD basis) on a 2-piece molecular cluster, CHCl3O2S overall in a non-equilibrium geometry.

Structure (ORCA input):
```
! RIJCOSX wB97M-V def2-TZVPD def2/J DEFGRID3
* xyz 0 1
C 1.777 -0.262 -0.138
O -2.289 0.994 -1.847
O 0.880 -0.324 -0.894
S -2.559 -0.179 -1.103
Cl -0.339 0.324 2.402
Cl 2.546 -1.543 0.719
Cl -2.249 0.365 0.830
H 2.232 0.625 0.032
*
```

Values from the calculation:
Frontier orbital gap (spin up / spin down): 6.59 / 8.64 eV
Energy relative to the best compared isomer or geometry (same formula, charge and spin): 1.8894 eV
Calculated total energy: -1967.8417 Eh

ORCA calculation (the ωB97M-V functional and the def2-TZVPD basis) on C33H43B2BaN13 as an isolated structure.

Structure (ORCA input):
```
! RIJCOSX wB97M-V def2-TZVPD def2/J DEFGRID3
* xyz -2 1
Ba -0.352 0.119 -0.547
C 1.171 1.130 3.801
C 0.505 -0.239 3.702
C 0.177 -0.776 5.095
C 1.354 -1.213 2.935
C 2.544 -1.833 3.353
C 2.898 -2.627 2.285
N 1.975 -2.485 1.320
N 1.018 -1.612 1.711
B 2.049 -3.186 -0.064
N 2.753 -2.269 -1.094
C 4.059 -2.326 -1.398
C 4.348 -1.307 -2.281
C 3.117 -0.657 -2.464
N 2.163 -1.244 -1.748
C 2.804 0.550 -3.301
C 1.742 0.235 -4.350
C 4.056 1.134 -3.942
N 0.695 -3.681 -0.548
C 0.391 -4.941 -0.908
C -0.935 -4.980 -1.277
C -1.384 -3.654 -1.102
N -0.392 -2.890 -0.665
C -2.750 -3.068 -1.312
C -3.493 -2.932 0.015
C -3.567 -3.880 -2.309
H 0.519 1.845 4.308
H 1.415 1.524 2.817
H 2.103 1.051 4.370
H -0.435 -0.141 3.147
H 1.086 -0.866 5.696
H -0.287 -1.762 5.041
H -0.500 -0.101 5.624
H 3.063 -1.723 4.290
H 3.727 -3.300 2.141
H 2.773 -4.148 0.081
H 4.677 -3.098 -0.967
H 5.298 -1.061 -2.723
H 2.388 1.306 -2.627
H 2.114 -0.512 -5.058
H 1.471 1.136 -4.905
H 0.834 -0.164 -3.897
H 4.517 0.420 -4.632
H 4.795 1.409 -3.186
H 3.806 2.032 -4.510
H 1.153 -5.704 -0.875
H -1.497 -5.826 -1.634
H -2.615 -2.044 -1.704
H -3.669 -3.910 0.481
H -4.456 -2.441 -0.140
H -2.923 -2.324 0.719
H -3.780 -4.889 -1.935
H -3.042 -3.976 -3.261
H -4.523 -3.389 -2.503
C 4.464 1.528 0.054
C 3.397 0.722 0.477
N 2.261 1.403 0.494
N 2.566 2.655 0.095
C 3.879 2.755 -0.175
B 1.504 3.755 -0.060
N 0.839 3.694 -1.440
C 0.369 4.724 -2.167
C -0.373 4.218 -3.211
C -0.305 2.828 -3.033
N 0.433 2.523 -1.976
N 0.417 3.629 1.042
C 0.173 4.495 2.039
C -0.953 4.075 2.720
C -1.334 2.911 2.038
N -0.505 2.647 1.039
H 5.495 1.248 -0.074
H 3.398 -0.320 0.757
H 4.294 3.692 -0.510
H 2.027 4.841 0.072
H 0.586 5.737 -1.870
H -0.922 4.760 -3.961
H -0.799 2.045 -3.588
H 0.809 5.354 2.171
H -1.427 4.544 3.565
H -2.175 2.259 2.221
N -2.371 0.101 -1.872
C -3.227 0.816 -2.548
C -3.521 2.214 -2.228
C -4.393 2.998 -2.945
C -5.096 2.512 -4.059
C -4.862 1.176 -4.403
C -3.991 0.371 -3.703
H -2.994 2.642 -1.378
H -4.527 4.033 -2.630
H -5.781 3.136 -4.621
H -5.386 0.750 -5.260
H -3.838 -0.660 -4.016
*
```

Values from the calculation:
Frontier orbital gap: 3.68 eV
Calculated total energy: -2070.5816 Eh